No. 1
The following is a DFT calculation (the ωB97M-V functional and the def2-TZVPD basis) of a gas-phase ion, C4H11N2O (charge +1) at a distorted geometry.

```
18
C4H11N2O (the ωB97M-V functional and the def2-TZVPD basis)
C 0.507 0.504 -2.277
H 0.664 1.458 1.609
C 1.044 0.076 -0.964
H -1.468 0.819 -0.782
H 1.187 0.922 -0.340
H 1.157 0.947 -2.970
H -0.330 -1.352 1.934
H -0.040 -1.854 -0.360
H -0.275 0.863 2.737
C -0.060 -0.740 -0.142
N -0.093 0.753 1.739
H 2.094 -0.515 -0.832
N -1.420 -0.036 -0.127
H -2.066 -0.660 -0.624
H -1.769 0.013 0.747
O -0.640 0.330 -2.650
C 0.281 -0.679 1.415
H 1.228 -0.847 1.886
```

SMILES: NC[C@@H]([NH3+])CC=O
Net charge: +1
Energy above the lowest of the compared OMol25 structures with the same formula, charge and spin (eV): 3.149
Orbital gap (eV): 11.147

Here are the Mulliken charges for atoms 1 to 4, given in e:
1. C -0.026
2. H 0.197
3. C -0.749
4. H 0.345



No. 2
The following is a DFT calculation (the ωB97M-V functional and the def2-TZVPD basis) of 8 unconnected molecules or ions with the total composition C27H65F6N7O5P at a distorted geometry.

```
111
C27H65F6N7O5P (the ωB97M-V functional and the def2-TZVPD basis)
H -6.473 -5.744 2.953
C -3.833 4.670 -1.036
N -5.852 -7.614 2.299
H 3.560 6.684 2.284
H -4.743 -6.203 3.342
N 5.894 4.800 2.299
H 5.218 4.880 0.367
C 4.843 -3.118 5.072
C -5.264 4.287 -1.415
H -3.240 -1.607 6.173
H 3.190 6.252 0.578
H -1.011 -3.837 -8.498
H 7.644 4.678 0.963
C -2.344 -2.169 -6.593
N -2.946 -0.272 7.694
H 2.932 -1.866 -5.764
P -0.379 -2.646 0.967
H 7.766 5.294 4.071
H 3.118 4.991 1.762
H 5.893 3.247 3.668
H -8.566 5.227 -0.634
H 6.403 -0.983 -7.207
C -4.797 -8.339 1.746
N -5.801 5.140 -2.508
O -4.859 -9.577 1.528
N 4.912 -2.399 -6.503
O -4.020 -2.292 7.862
C -5.089 4.714 -3.733
H 7.287 -2.481 5.286
H -2.220 1.604 6.703
H -1.986 -1.310 -9.753
F -0.327 -1.162 0.349
H 6.208 -5.524 3.335
C 5.353 3.508 2.758
C 4.465 -3.249 -7.490
H 8.089 3.679 3.569
H -5.860 4.138 -0.515
H 3.841 -3.438 4.746
N -2.208 -2.236 -8.035
H 6.427 2.253 1.391
H 4.338 3.572 3.150
H -3.242 -1.684 -6.211
H -3.917 -7.728 1.491
O 5.071 -2.336 6.047
H 6.969 -2.599 -6.787
C -7.317 5.131 -2.452
N 5.871 -3.661 4.369
F -0.614 -4.126 1.657
C 6.275 -1.808 -6.506
F 0.041 -2.309 2.512
H -3.459 5.691 -0.956
H -7.821 5.679 -3.248
H 4.612 -4.882 3.132
H -5.265 6.762 -4.369
C -6.932 -8.294 3.020
H -1.018 0.492 7.215
C 5.175 5.530 1.241
H -4.014 4.531 -3.714
C 7.250 -3.042 4.352
H -5.577 3.814 -4.108
H -2.378 -3.156 -6.133
H 8.139 -3.654 4.200
H -2.748 -4.244 -8.321
H -7.104 -9.311 2.666
C -5.339 5.775 -4.826
C -2.033 -3.512 -8.696
H -2.014 -0.242 9.686
H -7.855 -7.783 2.745
H -3.731 4.184 -0.066
H 3.967 -2.672 -4.619
H 5.572 6.508 0.968
O -2.388 -0.058 -8.204
O 5.136 -3.719 -8.488
H -4.575 5.759 -5.603
C 3.971 -1.966 -5.450
H -1.939 0.260 5.750
F -1.795 -2.277 1.583
H 6.433 -1.452 -5.488
F 1.128 -2.899 0.475
C -3.487 -1.410 7.228
C -2.025 0.536 6.801
H 9.193 4.857 3.001
H -3.238 4.127 -1.770
H -5.265 -5.648 1.800
C 5.383 2.385 1.673
H 3.483 -3.643 -7.187
H 4.993 1.453 2.082
C 3.637 5.916 1.514
H -5.206 3.271 -1.807
H -3.767 -0.353 9.632
H -1.542 -1.542 -6.203
H -2.153 -3.397 -9.774
C -5.573 -6.273 2.638
H 4.909 2.709 0.747
H 5.909 -4.136 2.272
H 7.447 6.068 1.875
H 7.195 -2.408 3.467
H -7.066 5.963 -0.441
C -7.850 5.835 -1.187
F -1.090 -3.217 -0.449
C 5.657 -4.589 3.231
H -8.380 6.787 -1.174
C -2.161 -1.074 -8.692
H 4.211 -0.964 -5.092
H -6.314 5.672 -5.303
H -6.846 -8.148 4.096
C 8.136 4.712 3.227
H -3.035 1.116 9.226
C -2.895 0.041 9.111
H -7.679 4.113 -2.599
C 7.319 4.989 1.956
```

Net charge: -1
Energy above the lowest of the compared OMol25 structures with the same formula, charge and spin (eV): 0.000
Orbital gap (eV): 8.641

Here are the Mulliken charges for atoms 1 to 4, given in e:
1. H 0.336
2. C -1.225
3. N 0.057
4. H 0.300



No. 3
The following is a DFT calculation (the ωB97M-V functional and the def2-TZVPD basis) of a molecular structure, C4H6 at a distorted geometry.

```
10
C4H6 (the ωB97M-V functional and the def2-TZVPD basis)
H 1.000 1.147 -0.713
H -1.421 -1.485 -0.294
H -1.225 1.608 0.670
C -1.484 0.385 0.007
H -2.504 0.323 -0.074
H 1.309 -1.419 0.489
C 1.581 0.443 -0.149
H 2.630 0.342 0.172
C 0.755 -0.663 0.102
C -0.640 -0.681 -0.210
```

Energy above the lowest of the compared OMol25 structures with the same formula, charge and spin (eV): 2.450
Orbital gap (eV): 9.497

Here are the Mulliken charges for atoms 1 to 4, given in e:
1. H 0.329
2. H 0.254
3. H 0.159
4. C -0.626



No. 4
The following is a DFT calculation (the ωB97M-V functional and the def2-TZVPD basis) of a molecular structure, C27H26I2MnN2O2S5 at a distorted geometry.

```
65
C27H26I2MnN2O2S5 (the ωB97M-V functional and the def2-TZVPD basis)
C -4.633 -2.094 1.598
N -0.031 -0.049 1.805
H 1.826 3.476 -0.187
S 0.248 -6.077 -0.295
H 5.497 -0.527 1.007
S -0.897 -3.541 0.477
C -2.438 -0.469 2.173
H -4.269 3.783 -0.276
C -2.250 5.706 0.791
H 4.957 -0.093 -1.394
H -1.931 8.476 0.556
H 0.114 -1.025 2.049
H -2.935 -0.807 4.226
H 3.283 -3.524 -0.774
C -0.843 -5.257 0.770
C -1.256 0.413 2.476
H 2.009 4.900 -1.211
C -1.116 6.508 0.651
H 2.637 0.578 -1.982
C -3.529 3.584 0.503
H 0.926 6.546 0.023
C 3.513 -4.426 -1.339
H -0.205 8.440 0.930
C 1.143 0.731 2.201
C -1.320 2.672 -1.101
Mn -0.142 0.038 -0.698
C -3.888 -1.535 0.580
H -3.987 3.841 1.456
H -3.316 2.516 0.507
C 0.049 4.646 -0.388
C -2.753 -0.728 0.815
C 2.927 0.425 -0.949
H 0.875 1.786 2.086
H -1.401 7.999 2.163
C 1.331 4.092 -0.941
O -0.451 1.848 -1.382
H 3.719 -0.172 2.712
S -1.745 -5.994 1.915
H 1.165 3.460 -1.810
H 3.754 -5.254 -0.677
H -2.340 2.473 -1.456
N 1.971 0.620 -0.039
C -4.276 -1.834 2.912
C 3.520 0.003 1.663
C 0.027 5.945 0.097
I -5.380 -2.683 4.484
H -3.124 6.112 1.288
C 4.213 0.036 -0.621
C 0.814 -4.668 -1.166
S 0.751 -1.955 -1.487
S 2.075 -4.858 -2.372
C 0.273 -3.475 -0.825
C -2.289 4.420 0.294
O -2.035 -0.251 -0.155
H 1.447 0.561 3.239
C 4.510 -0.196 0.711
H -1.106 0.459 3.561
H -5.467 -2.742 1.368
C -1.155 7.938 1.102
H -1.450 1.431 2.117
I -4.395 -1.883 -1.428
C -3.192 -1.021 3.195
H 4.343 -4.234 -2.018
C 2.272 0.437 1.252
C -1.149 3.898 -0.360
```

Energy above the lowest of the compared OMol25 structures with the same formula, charge and spin (eV): 0.281
Multiplicity: 6
Orbital gap (spin up / spin down) (eV): 5.974 / 5.945

Here are the Mulliken charges for atoms 1 to 4, given in e:
1. C -0.305
2. N 0.019
3. H 0.179
4. S -0.148



No. 5
The following is a DFT calculation (the ωB97M-V functional and the def2-TZVPD basis) of 11 unconnected molecules or ions with the total composition C44H88O22S11 at a distorted geometry.

```
165
C44H88O22S11 (the ωB97M-V functional and the def2-TZVPD basis)
S -4.809 0.634 -4.878
H 0.414 -0.330 -2.401
H -5.675 -0.162 0.854
C -0.774 -4.596 -1.375
H -1.059 -5.243 -0.546
H -4.273 2.830 -5.809
S -6.304 -3.576 -0.040
C 6.463 -2.072 0.546
C 4.739 3.613 -2.085
C -4.223 1.978 5.908
H -1.809 -0.591 -1.424
S 5.542 5.229 -1.588
C 3.434 2.122 5.394
H -4.894 -1.569 1.692
O -5.247 0.147 -6.201
H 0.791 -3.487 -3.455
H 3.977 -4.181 1.603
H 0.998 -1.720 -1.395
H 3.332 3.205 5.463
S -1.893 -4.627 -2.750
H -5.128 2.247 6.453
H -0.700 -3.563 -1.033
C -4.722 4.039 -0.061
C 0.629 -4.969 -1.900
C -6.486 3.242 -1.901
C -2.125 2.495 4.696
H -1.091 -3.130 5.483
C -2.293 1.779 -5.135
H 4.331 0.628 4.082
H -4.931 2.026 0.785
C 3.396 0.639 -5.288
O -5.827 0.839 -3.819
H -4.019 -3.609 -0.763
C 4.842 -1.050 -4.267
C -6.731 -1.944 0.631
C 0.691 1.583 -0.279
C -5.481 2.782 0.224
C -5.809 2.109 -1.117
H 3.501 0.041 -7.496
O -2.063 -2.594 2.552
H -4.883 1.801 -1.601
H 2.836 -1.182 -4.750
C 3.469 -0.446 -4.255
H 0.673 -6.031 -1.658
H 6.652 5.177 0.578
H -0.998 -5.105 3.597
H -4.705 4.819 0.700
S 4.592 -1.899 2.342
C -2.140 0.274 -4.981
O -7.272 -4.000 -1.032
H 4.540 1.650 -0.874
C -3.324 -0.389 -4.355
O -6.542 5.787 -0.794
H 4.790 0.967 -6.883
O 4.734 -2.494 -6.541
H -1.943 -0.179 -5.953
H -1.079 2.825 6.598
H 5.117 2.085 3.960
H 0.701 -4.648 3.584
C -1.537 2.024 6.018
C -4.697 -1.421 -0.482
H -0.824 -4.659 -5.067
H 1.663 -0.319 0.250
C 0.802 -2.362 4.803
C -4.830 -2.898 -0.919
H 1.058 2.153 0.575
H 6.705 2.612 -0.356
H -0.898 1.142 5.959
H -1.310 0.070 -4.305
C -3.792 2.180 -5.079
H 5.553 -4.080 2.432
H -4.155 2.748 3.890
H -0.604 -0.858 3.941
C 0.151 -1.596 3.670
H 4.948 -3.106 -0.426
H 1.750 -2.780 4.465
H -1.625 3.347 4.236
H 1.449 -4.467 -1.388
H -6.476 1.281 -0.878
H -1.607 2.392 -4.550
O 0.177 -3.024 1.376
O -1.074 0.755 1.535
H 6.042 -0.152 1.336
S -2.988 1.572 7.143
H -3.569 3.906 5.024
C 0.500 -0.751 -1.399
S -5.603 4.893 -1.409
H -3.727 3.724 -0.377
H -7.215 -1.475 -0.225
H -5.037 -2.947 -1.988
H 0.780 -1.040 2.974
O -4.518 5.316 -2.321
O 5.250 -1.803 3.614
H 3.722 2.984 -0.257
H -1.094 -1.317 0.103
H 1.317 1.998 6.100
C -0.597 -4.985 -4.052
S -0.610 -2.889 2.587
O -3.075 2.579 8.215
H -4.397 0.970 5.532
H -7.565 3.353 -1.795
H 1.835 0.577 5.324
C 5.710 -3.334 0.320
C 1.392 2.069 3.866
O -5.817 -4.469 1.012
C -3.548 2.841 4.791
H -2.026 1.811 3.853
C 1.425 0.203 -0.677
O -2.404 -3.243 -2.839
H 2.378 0.938 -5.535
C -0.154 -3.520 5.085
H 0.241 -4.180 5.858
O 3.139 -1.541 2.322
H 3.785 1.719 6.344
H -7.443 -1.878 1.454
C 5.802 4.643 0.153
C 0.722 -4.573 -3.382
S 2.935 2.310 2.822
O 3.160 3.761 2.613
C 4.110 1.695 4.101
H 3.795 3.936 -2.523
C 4.932 -3.657 1.642
S -1.028 0.998 0.103
H 2.977 -0.280 -3.297
H 2.398 0.301 -1.157
H 7.001 -1.794 -0.360
H 5.155 3.094 -2.948
H 1.691 -4.878 -3.776
C -0.946 -0.670 -0.762
H -6.437 2.938 0.723
C 5.523 -1.073 1.069
O -2.090 1.746 -0.566
O 4.733 6.438 -1.470
C 5.823 3.054 0.107
H -6.328 3.211 -2.979
H -5.092 -0.767 -1.259
H 0.663 2.250 -1.141
C 1.935 1.661 5.268
H 4.788 -0.848 0.297
H 3.873 1.529 -4.876
O 6.541 -0.787 -6.298
H -3.633 -1.237 -0.333
H 5.503 -0.279 -3.872
H -3.561 -1.418 -4.626
O 6.846 5.316 -2.254
H 0.852 1.248 3.394
H 0.909 -1.660 5.629
H 5.686 2.555 1.066
H 6.141 -4.279 -0.010
H 0.768 2.963 3.888
O 3.016 1.463 1.652
O -2.846 -5.723 -2.631
S 5.195 -1.196 -6.098
C -0.307 -4.281 3.776
C 4.080 0.195 -6.586
H 5.086 -1.971 -3.737
C -5.443 -1.226 0.815
H -3.330 -0.265 -3.272
H -0.468 -6.067 -4.016
H 4.891 5.014 0.623
H -3.930 2.647 -4.104
H -1.872 2.085 -6.093
H 7.230 -2.272 1.294
C 4.632 2.733 -0.802
O -2.974 0.149 7.470
```

SMILES: O=S1(=O)CCCC1.O=S1(=O)CCCC1.O=S1(=O)CCCC1.O=S1(=O)CCCC1.O=S1(=O)CCCC1.O=S1(=O)CCCC1.O=S1(=O)CCCC1.O=S1(=O)CCCC1.O=S1(=O)CCCC1.O=S1(=O)CCCC1.O=S1(=O)CCCC1
Energy above the lowest of the compared OMol25 structures with the same formula, charge and spin (eV): 4.478
Orbital gap (eV): 9.254

Here are the Mulliken charges for atoms 1 to 4, given in e:
1. S 0.994
2. H -0.022
3. H -0.071
4. C 0.667



No. 6
The following is a DFT calculation (the ωB97M-V functional and the def2-TZVPD basis) of 2 unconnected molecules or ions with the total composition C8H19NO at a distorted geometry.

```
29
C8H19NO (the ωB97M-V functional and the def2-TZVPD basis)
C -0.638 1.867 2.338
C -1.876 -0.170 -0.239
H 1.880 2.050 2.408
H -0.137 -2.891 -2.395
H 0.803 -3.694 -1.122
N -0.736 -0.377 -1.141
C -0.775 0.166 -2.448
H 2.136 0.610 3.467
H -0.281 -2.016 0.184
H 1.262 0.134 -2.267
C 0.200 0.724 2.760
H -0.053 -0.193 2.279
C 0.585 0.568 -2.996
H 2.187 0.552 1.608
H 0.036 0.447 3.820
H 0.750 1.665 -3.146
H 1.099 -1.074 -0.333
H -1.336 -0.501 0.714
H -2.206 0.880 -0.386
C 0.167 -1.488 -0.647
O -1.905 0.444 -2.840
C 0.532 -2.540 -1.615
C 1.723 0.963 2.526
H 1.376 -2.292 -2.278
H -2.723 -0.777 -0.463
H -1.708 1.911 2.616
H -0.883 1.919 1.191
H 0.709 0.250 -4.010
H -0.188 2.859 2.417
```

SMILES: CCN(C)C(C)=O.CCC
Energy above the lowest of the compared OMol25 structures with the same formula, charge and spin (eV): 3.085
Orbital gap (eV): 9.677

Here are the Mulliken charges for atoms 1 to 4, given in e:
1. C -1.058
2. C -0.805
3. H 0.244
4. H 0.393



The lowest energy above the lowest of the compared OMol25 structures with the same formula, charge and spin belongs to which entry?
C27H65F6N7O5P